No. 1
Below is the ion C6H10NS with charge +1 in a non-equilibrium geometry, with properties calculated with ωB97M-V with the def2-TZVPD basis set.

XYZ file:
```
18
Properties=species:S:1:pos:R:3:forces:R:3:mulliken_charge:R:1
C 1.0481 -1.4149 0.5709 -0.82 -0.62 0.69 -0.870
C 2.0103 -1.1217 -0.2944 0.15 -0.41 0.92 -0.153
C -0.4707 0.5140 -0.2688 4.33 3.31 0.21 -0.181
C 2.0682 1.4135 0.0778 1.54 0.12 0.02 -0.448
C 2.2276 0.2246 -0.8685 -1.63 -0.35 2.66 -0.025
C -3.0221 0.6567 0.1079 0.18 0.23 0.33 -0.820
N 1.1199 1.1035 -0.9034 -6.74 -0.64 0.54 -0.209
S -1.7653 -0.0508 -1.0623 -0.13 -0.26 0.44 0.151
H 0.7591 -2.3439 1.1300 1.04 0.59 -1.00 0.310
H 0.3101 -0.6696 0.9124 0.33 0.14 -0.15 0.310
H 2.7914 -1.8319 -0.4773 0.17 -0.44 -0.29 0.451
H -0.5474 1.1244 0.7008 -0.33 -1.01 -1.47 0.420
H 1.9243 1.2722 1.1232 -0.29 -0.84 0.61 0.265
H 2.6499 2.3064 -0.0710 -0.07 0.42 -0.44 0.275
H 2.6321 0.3918 -1.7817 2.40 -0.34 -2.35 0.507
H -2.8454 0.3658 1.1547 0.23 -0.22 -0.52 0.326
H -4.0755 0.3840 -0.1196 0.92 0.42 -0.42 0.355
H -2.7015 1.7003 -0.0131 -1.26 -0.09 0.22 0.335
```
Positions in Å, forces in eV/Å.

Orbital gap, Ha: 0.2829
Net charge: +1
Total energy, eV: -18696.746
E_LUMO, eV: -5.74
ΔE to the lowest compared entry with this formula, charge and spin, kJ/mol: 498.4
HOMO, Ha: -0.494


No. 2
Below is a cluster of 2 separate species, C3H9NOS2 in total, with properties calculated with ωB97M-V with the def2-TZVPD basis set.

XYZ file:
```
16
Properties=species:S:1:pos:R:3:forces:R:3:mulliken_charge:R:1
C 1.3188 1.5189 -0.5493 -0.11 0.06 -0.11 0.214
N 2.0370 2.6748 -0.6875 0.05 -0.15 -0.11 -0.419
O 0.5397 1.1062 -1.3766 -0.06 0.08 -0.01 -0.519
H 1.4484 1.0142 0.4187 0.21 -0.05 0.02 0.254
H 2.9462 2.7234 -0.2582 -0.11 0.10 0.22 0.237
H 1.9513 3.1326 -1.5825 0.06 -0.07 -0.06 0.247
C -2.0797 0.2874 0.2602 -0.43 -0.04 -0.28 -0.696
S -1.9559 -0.8937 1.6114 0.00 -0.05 0.17 -0.088
S 0.0107 -1.4171 1.5990 0.15 -0.01 -0.13 -0.112
C 0.0550 -2.7414 0.3477 -0.13 0.26 0.10 -0.750
H -1.5601 1.2184 0.4585 0.10 -0.02 0.07 0.202
H -1.7352 -0.1428 -0.6781 0.12 0.05 0.07 0.256
H -3.1514 0.4892 0.1577 0.10 0.03 0.06 0.327
H -0.7266 -2.5444 -0.3767 -0.09 -0.04 -0.10 0.249
H 1.0075 -2.7288 -0.1724 0.17 0.04 0.08 0.283
H -0.1056 -3.6968 0.8282 -0.03 -0.21 -0.01 0.314
```
Positions in Å, forces in eV/Å.

Orbital gap, Ha: 0.3476
Structure (SMILES): CSSC.NC=O
Total energy, eV: -28465.350
E_LUMO, eV: 0.76
ΔE to the lowest compared entry with this formula, charge and spin, kJ/mol: 8.6
HOMO, Ha: -0.320


No. 3
Below is a cluster of 3 separate species, C4H12O4 in total in a non-equilibrium geometry, with properties calculated with ωB97M-V with the def2-TZVPD basis set.

XYZ file:
```
20
Properties=species:S:1:pos:R:3:forces:R:3:mulliken_charge:R:1
C 0.9994 1.6632 1.2711 -1.48 2.32 -0.25 -0.476
O -0.3673 1.4196 1.6200 0.38 -0.18 0.45 -0.489
C 1.2918 1.3806 -0.1812 0.55 -1.85 -2.35 -0.590
C 0.8897 -0.0991 -0.5759 1.06 0.15 1.25 -0.449
C 0.4372 -0.5989 -1.9464 -0.47 0.14 2.00 -0.024
O 0.4290 -1.7839 -2.1644 0.47 0.40 -0.75 -0.502
H 1.5357 1.0909 2.0020 0.67 -0.45 -0.03 0.322
H 1.1980 2.7572 1.4618 0.17 -0.94 -0.09 0.270
H -0.9936 1.6550 0.9332 0.23 0.04 -0.25 0.284
H 2.3751 1.4006 -0.3945 -0.37 0.67 0.24 0.319
H 0.7823 2.0143 -0.9467 0.28 0.23 1.04 0.324
H 1.7007 -0.7773 -0.2650 -0.01 0.17 -0.27 0.302
H 0.1628 -0.3048 0.2040 -0.98 -0.59 -0.48 0.351
H -0.0463 0.1056 -2.6186 0.04 0.39 -0.59 0.346
H 0.1867 -2.9839 -0.6929 -0.73 0.65 -0.53 0.342
H -1.4482 -3.2629 -0.6495 0.96 0.66 -0.22 0.301
O -0.5444 -3.5725 -0.5063 -0.48 -1.70 1.00 -0.643
H -2.8734 -0.5879 1.6626 0.57 -0.41 -0.07 0.312
H -3.1773 0.6051 0.9022 0.17 0.14 -0.49 0.310
O -2.5380 -0.1209 0.8844 -1.03 0.19 0.39 -0.609
```
Positions in Å, forces in eV/Å.

Orbital gap, Ha: 0.3864
Structure (SMILES): O=CCCCO.O.O
Total energy, eV: -12531.029
E_LUMO, eV: 0.44
ΔE to the lowest compared entry with this formula, charge and spin, kJ/mol: 199.0
HOMO, Ha: -0.370